Density functional theory data (ωB97M-V with the def2-TZVPD basis set) for 13 unconnected molecules or ions with the total composition C49H76F40N8O13.

Computed properties:
Charge = 0

Positions of all 186 atoms, in Å:
C 6.79 0.97 2.07
C 7.66 0.18 3.02
C 7.11 0.03 4.41
F 8.01 -0.65 5.18
F 6.74 1.18 5.01
F 7.81 -1.05 2.57
F 8.90 0.68 3.04
O 5.41 0.85 2.49
C 4.74 2.04 2.50
C 3.22 1.86 2.60
F 2.62 3.03 2.88
F 2.56 1.44 1.48
F 5.16 2.81 3.50
F 4.99 2.71 1.39
H 6.95 0.65 1.03
H 7.11 2.11 2.25
H 6.18 -0.57 4.43
H 2.87 1.21 3.40
C 5.16 -0.10 -4.68
C 3.96 -0.22 -5.64
C 2.66 -0.60 -4.97
F 1.72 -0.85 -5.94
F 2.80 -1.78 -4.29
F 3.76 0.92 -6.35
F 4.18 -1.20 -6.54
O 4.73 0.65 -3.56
C 5.45 1.73 -3.22
C 5.17 1.96 -1.67
F 5.67 0.94 -0.97
F 5.72 3.12 -1.20
F 6.80 1.55 -3.43
F 5.08 2.78 -3.96
H 5.99 0.27 -5.24
H 5.37 -1.09 -4.39
H 2.35 0.15 -4.20
H 4.10 1.97 -1.51
C -2.00 -5.53 -3.50
C -3.33 -5.05 -3.01
C -3.53 -5.01 -1.46
F -4.81 -4.62 -1.25
F -3.39 -6.26 -0.98
F -3.53 -3.76 -3.53
F -4.32 -5.76 -3.65
O -1.00 -4.89 -2.72
C -0.03 -5.63 -2.09
C 0.64 -4.59 -1.11
F 1.25 -3.67 -1.81
F -0.28 -3.96 -0.34
F -0.51 -6.64 -1.34
F 0.89 -6.13 -2.90
H -1.96 -5.16 -4.53
H -2.02 -6.67 -3.56
H -2.80 -4.25 -1.01
H 1.36 -5.14 -0.57
C 4.64 -3.07 -0.66
C 5.47 -4.32 -0.85
C 4.63 -5.57 -0.48
F 3.51 -5.51 -1.26
F 5.29 -6.70 -0.92
F 6.09 -4.28 -2.12
F 6.53 -4.35 -0.01
O 3.72 -3.25 0.43
C 4.18 -2.82 1.67
C 3.08 -2.92 2.73
F 3.53 -2.59 3.94
F 2.08 -2.03 2.46
F 5.21 -3.53 2.13
F 4.64 -1.56 1.54
H 4.18 -2.84 -1.61
H 5.39 -2.24 -0.46
H 4.40 -5.58 0.58
H 2.59 -3.92 2.77
C -2.44 1.67 4.21
C -0.93 1.81 4.21
C -0.25 2.34 5.46
F 1.07 2.47 5.25
F -0.72 3.57 5.75
F -0.40 0.58 3.99
F -0.69 2.67 3.15
O -2.72 0.74 5.25
C -3.97 0.50 5.62
C -4.43 1.20 6.89
F -5.75 0.89 7.02
F -3.71 0.63 7.87
F -4.87 0.86 4.69
F -4.12 -0.87 5.79
H -2.78 1.30 3.22
H -2.96 2.62 4.38
H -0.34 1.70 6.32
H -4.32 2.29 6.90
C -1.04 -6.14 2.32
C -0.96 -4.73 2.97
O 0.03 -4.31 3.50
N -2.13 -3.96 2.97
C -2.18 -2.63 3.70
H -0.74 -6.12 1.27
H -1.97 -6.61 2.44
H -0.27 -6.74 2.88
H -2.97 -4.24 2.45
H -1.41 -2.65 4.50
H -3.20 -2.45 4.02
H -1.85 -1.82 3.06
C -1.58 1.26 -4.63
C -2.80 0.31 -4.64
O -3.85 0.73 -5.08
N -2.60 -0.96 -4.18
C -1.38 -1.48 -3.61
H -0.78 0.94 -5.32
H -1.11 1.29 -3.63
H -1.96 2.19 -4.95
H -3.40 -1.52 -4.07
H -0.54 -0.78 -3.75
H -1.20 -2.44 -4.05
H -1.47 -1.59 -2.52
C -2.85 6.47 -0.86
C -2.46 6.89 -2.25
O -1.54 7.65 -2.48
N -3.34 6.53 -3.19
C -3.17 6.94 -4.59
H -3.64 7.11 -0.50
H -1.94 6.40 -0.27
H -3.24 5.44 -0.87
H -3.90 5.69 -3.04
H -2.90 7.99 -4.70
H -4.22 6.78 -4.99
H -2.38 6.34 -5.11
C -4.54 3.08 1.34
C -4.89 1.94 0.40
O -5.89 2.15 -0.31
N -4.24 0.77 0.42
C -4.52 -0.27 -0.54
H -3.48 3.30 1.15
H -4.64 2.90 2.37
H -5.16 3.97 1.06
H -3.25 0.67 0.69
H -5.18 -0.96 -0.07
H -3.53 -0.74 -0.81
H -5.05 0.12 -1.43
C -1.79 -2.07 8.30
C -0.60 -1.57 7.45
O -0.41 -0.45 7.06
N 0.28 -2.57 7.16
C 1.43 -2.30 6.27
H -1.59 -1.88 9.35
H -1.96 -3.09 8.15
H -2.57 -1.45 7.96
H -0.03 -3.53 7.27
H 1.91 -1.36 6.70
H 1.20 -2.15 5.25
H 2.18 -3.10 6.33
C -5.70 3.36 -5.27
C -5.44 3.19 -3.80
O -4.59 3.86 -3.30
N -6.10 2.23 -3.16
C -6.99 1.22 -3.65
H -4.73 3.61 -5.68
H -6.33 4.25 -5.40
H -6.11 2.53 -5.74
H -5.88 2.32 -2.16
H -6.41 0.56 -4.29
H -7.82 1.58 -4.23
H -7.49 0.67 -2.87
C 0.81 -0.41 -0.01
C -0.47 0.46 -0.13
O -1.39 0.24 0.65
N -0.54 1.37 -1.06
C -1.66 2.26 -1.30
H 0.58 -1.30 -0.59
H 0.79 -0.85 0.97
H 1.72 0.12 -0.33
H 0.21 1.35 -1.73
H -2.50 1.76 -1.80
H -1.36 3.11 -1.89
H -2.02 2.59 -0.34
C 2.14 3.37 -4.73
C 1.93 3.15 -3.23
O 1.99 2.03 -2.67
N 1.67 4.29 -2.58
C 1.48 4.37 -1.17
H 3.17 3.74 -4.88
H 1.44 4.14 -5.11
H 2.00 2.40 -5.23
H 1.63 5.14 -3.11
H 2.39 4.35 -0.60
H 0.84 3.53 -0.90
H 0.99 5.34 -1.00


Density functional theory data (ωB97M-V with the def2-TZVPD basis set) for 11 unconnected molecules or ions with the total composition C33H88O33S11.

Computed properties:
Charge = 0
SMILES = CCOS(C)(=O)=O.CCOS(C)(=O)=O.CCOS(C)(=O)=O.CCOS(C)(=O)=O.CCOS(C)(=O)=O.CCOS(C)(=O)=O.CCOS(C)(=O)=O.CCOS(C)(=O)=O.CCOS(C)(=O)=O.CCOS(C)(=O)=O.CCOS(C)(=O)=O
Energy above the lowest of the compared OMol25 structures with the same formula, charge and spin = 2.096 eV

Positions of all 165 atoms, in Å:
O 10.90 20.18 18.16
S 12.06 20.82 18.73
O 12.48 20.34 20.02
O 13.25 20.74 17.74
C 13.09 20.18 16.46
C 13.60 21.21 15.50
C 11.86 22.53 18.81
H 12.08 19.93 16.37
H 13.66 19.28 16.53
H 13.44 21.00 14.48
H 14.63 21.40 15.66
H 13.12 22.14 15.71
H 10.99 22.69 19.40
H 11.58 22.93 17.83
H 12.67 23.13 19.29
O 17.56 15.43 13.11
S 18.76 14.65 12.87
O 18.63 13.26 12.93
O 19.26 14.97 11.43
C 19.60 16.39 11.23
C 21.04 16.45 11.08
C 20.14 15.11 13.87
H 19.21 16.93 12.08
H 18.99 16.73 10.37
H 21.60 16.20 11.99
H 21.33 17.51 10.91
H 21.30 15.80 10.22
H 20.95 14.53 13.34
H 19.95 14.81 14.86
H 20.24 16.21 13.75
O 18.61 20.20 19.83
S 19.93 20.85 20.01
O 20.04 21.82 21.04
O 20.98 19.69 20.29
C 21.22 19.15 21.58
C 22.58 18.50 21.60
C 20.44 21.42 18.46
H 20.44 18.45 21.78
H 21.17 19.90 22.37
H 22.70 17.65 20.92
H 22.63 18.08 22.57
H 23.31 19.27 21.57
H 20.00 22.44 18.36
H 20.07 20.71 17.77
H 21.53 21.51 18.46
O 14.74 10.63 11.69
S 13.49 11.03 12.28
O 12.56 10.00 12.67
O 13.75 12.02 13.46
C 14.74 13.03 13.12
C 14.22 14.31 13.59
C 12.69 12.06 11.14
H 15.02 13.01 12.10
H 15.66 12.81 13.67
H 13.89 14.48 14.64
H 13.38 14.57 12.92
H 14.98 15.08 13.32
H 12.06 11.27 10.60
H 13.48 12.59 10.54
H 12.13 12.80 11.74
O 21.89 15.58 22.64
S 20.51 15.42 22.29
O 19.53 16.27 22.96
O 20.46 15.69 20.72
C 19.19 16.15 20.08
C 18.91 15.17 18.94
C 20.12 13.76 22.31
H 19.48 17.14 19.72
H 18.41 16.33 20.85
H 18.89 14.18 19.44
H 19.76 15.20 18.17
H 17.96 15.32 18.42
H 20.26 13.38 23.30
H 20.78 13.32 21.60
H 19.06 13.58 22.03
O 17.60 12.37 20.42
S 16.45 12.79 19.65
O 15.81 14.05 19.90
O 16.92 12.76 18.18
C 16.22 13.43 17.10
C 17.17 13.69 15.99
C 15.26 11.58 19.79
H 15.79 14.34 17.56
H 15.37 12.86 16.85
H 17.96 14.42 16.29
H 16.73 14.03 15.11
H 17.63 12.79 15.70
H 14.27 11.85 19.38
H 15.19 11.38 20.87
H 15.59 10.70 19.26
O 18.27 24.62 16.95
S 17.41 24.93 15.84
O 18.07 25.51 14.70
O 16.72 23.54 15.32
C 17.29 22.32 15.78
C 18.22 21.63 14.78
C 16.04 25.89 16.39
H 16.48 21.62 15.93
H 17.78 22.48 16.76
H 19.12 22.11 14.47
H 17.66 21.30 13.85
H 18.48 20.67 15.24
H 15.45 26.22 15.54
H 16.68 26.70 16.77
H 15.49 25.31 17.13
O 15.07 14.08 10.04
S 16.06 14.43 9.05
O 17.32 14.89 9.51
O 16.24 13.17 8.12
C 16.40 11.87 8.77
C 17.71 11.68 9.51
C 15.35 15.45 7.83
H 16.24 11.18 7.93
H 15.64 11.67 9.47
H 17.97 12.47 10.25
H 18.62 11.56 8.85
H 17.75 10.74 10.07
H 14.55 14.80 7.62
H 16.09 15.57 7.03
H 15.16 16.45 8.29
O 13.05 14.18 17.32
S 12.70 15.59 17.45
O 13.54 16.51 16.76
O 11.20 15.77 17.06
C 10.77 17.14 16.82
C 9.40 17.17 16.25
C 12.69 15.99 19.15
H 11.57 17.64 16.23
H 10.76 17.73 17.77
H 9.44 16.56 15.33
H 9.08 18.20 16.01
H 8.63 16.87 16.97
H 12.34 15.19 19.72
H 12.08 16.86 19.25
H 13.74 16.10 19.45
O 15.24 24.26 19.65
S 16.14 23.09 19.62
O 15.97 22.20 18.51
O 17.67 23.51 19.70
C 18.07 24.67 20.46
C 19.52 24.83 20.44
C 15.95 22.18 21.18
H 17.84 24.48 21.52
H 17.63 25.58 19.94
H 20.00 24.93 19.46
H 19.92 23.92 20.81
H 19.80 25.63 21.10
H 16.62 21.38 21.26
H 14.96 21.86 21.06
H 16.07 22.84 21.98
O 17.47 18.66 13.93
S 16.96 18.05 15.12
O 17.86 17.18 15.82
O 16.48 19.13 16.15
C 16.95 19.17 17.46
C 16.28 18.16 18.43
C 15.45 17.23 14.68
H 16.73 20.23 17.78
H 18.05 18.95 17.48
H 16.69 18.45 19.40
H 16.53 17.13 18.20
H 15.19 18.33 18.55
H 14.59 17.98 14.80
H 15.13 16.33 15.27
H 15.56 16.95 13.64


Density functional theory data (ωB97M-V with the def2-TZVPD basis set) for a molecular structure, C4H6N2O.

Computed properties:
Charge = 0
Energy above the lowest of the compared OMol25 structures with the same formula, charge and spin = 5.348 eV

Positions of all 13 atoms, in Å:
C 2.09 -0.21 0.08
C 0.60 0.01 0.28
N -0.19 -0.88 -0.41
C -1.24 -0.41 -1.21
C -1.86 0.16 -0.24
O -2.75 0.45 0.65
N 0.08 0.92 1.02
H 2.32 -0.32 -0.98
H 2.42 -1.13 0.58
H 2.66 0.63 0.48
H -1.38 -0.60 -2.27
H -3.49 -0.18 0.59
H 0.78 1.55 1.40


Density functional theory data (ωB97M-V with the def2-TZVPD basis set) for 2 unconnected molecules or ions with the total composition CF3O2P.

Computed properties:
Charge = 0
Energy above the lowest of the compared OMol25 structures with the same formula, charge and spin = 2.136 eV

Positions of all 7 atoms, in Å:
C -1.10 -0.09 -0.03
O 3.19 0.32 -0.02
O 0.80 0.55 0.05
F -1.05 -1.26 -0.55
F -1.72 0.76 -0.73
F -1.40 -0.08 1.27
P 1.99 -0.52 0.02


| no. | Kohn-Sham gap (hartree) | largest force on an atom (hartree/bohr) |
| --- | --- | --- |
| 1 | 0.3428 | 0.0714 |
| 2 | 0.3982 | 0.0828 |
| 3 | 0.3159 | 0.0077 |
| 4 | 0.3428 | 0.0870 |